No. 1
Here is C36H23F9N7O5Sn as an isolated structure from the Open Molecules 2025 dataset. Energies are from the ωB97M-V functional and the def2-TZVPD basis.

Structure (ORCA input):
```
! wB97M-V def2-TZVPD RIJCOSX def2/J DEFGRID3
* xyz -1 1
Sn 1.38 -0.08 0.92
C 4.50 -2.87 -0.96
C 4.01 -3.24 -2.21
C 2.98 -2.52 -2.76
C 2.44 -1.41 -2.07
N 2.90 -1.09 -0.86
C 3.91 -1.80 -0.33
N 1.42 -0.73 -2.73
C 0.95 0.41 -2.34
N 1.26 1.16 -1.24
C 0.56 2.33 -1.30
N 0.55 3.33 -0.49
C 1.33 3.38 0.66
C 1.45 4.65 1.25
C 2.22 4.83 2.37
C 2.88 3.73 2.92
C 2.71 2.51 2.31
N 1.96 2.33 1.21
C -0.30 2.34 -2.53
C -1.18 3.27 -3.04
C -1.88 2.92 -4.19
C -1.68 1.69 -4.81
C -0.76 0.77 -4.30
C -0.08 1.12 -3.15
H 5.31 -3.42 -0.48
H 4.42 -4.10 -2.73
H 2.56 -2.76 -3.73
H 4.23 -1.49 0.66
H 0.90 5.47 0.79
H 2.30 5.81 2.83
H 3.49 3.82 3.81
H 3.16 1.61 2.71
H -1.34 4.21 -2.53
H -2.59 3.62 -4.61
H -2.25 1.44 -5.70
H -0.59 -0.19 -4.77
O -6.87 1.02 -1.83
C -5.65 1.62 -1.69
O -5.57 2.81 -1.81
C -4.51 0.71 -1.39
C -4.50 -0.63 -1.78
C -3.41 -1.44 -1.49
C -2.30 -0.92 -0.83
C -2.33 0.41 -0.42
C -3.41 1.22 -0.72
N -1.14 -1.65 -0.47
C -0.85 -2.75 -1.01
C 0.31 -3.57 -0.58
C 0.42 -4.87 -1.03
C 1.50 -5.63 -0.60
C 2.42 -5.05 0.24
C 2.23 -3.73 0.64
N 1.19 -3.01 0.23
H -6.79 0.09 -1.60
H -5.33 -1.06 -2.33
H -3.45 -2.48 -1.78
H -1.48 0.79 0.15
H -3.42 2.26 -0.41
H -1.43 -3.19 -1.82
H -0.33 -5.29 -1.70
H 1.61 -6.66 -0.92
H 3.28 -5.60 0.60
H 2.91 -3.25 1.34
F -1.96 -1.28 2.86
C -2.29 -0.07 3.28
F -3.32 0.35 2.53
F -2.74 -0.18 4.54
C -1.07 0.91 3.14
O -0.43 0.72 1.99
C -1.60 2.39 3.21
F -2.56 2.58 4.13
F -2.10 2.75 2.03
F -0.60 3.23 3.49
C -0.14 0.67 4.38
F -0.61 1.19 5.52
F 0.06 -0.64 4.58
F 1.06 1.22 4.17
O 3.07 -2.50 3.67
C 3.01 -1.28 3.67
O 2.88 -0.49 2.66
H 3.11 -0.75 4.64
*
```

Results
Energy: -88668.1136 eV
Relative energy (zero: lowest compared OMol25 entry of this formula, charge and spin): 12.6 kcal per mole
HOMO-LUMO gap: 6.16 eV

=====

No. 2
Here is C36H24Cl2N4NaO5PS as an isolated structure from the Open Molecules 2025 dataset. Energies are from the ωB97M-V functional and the def2-TZVPD basis.

Structure (ORCA input):
```
! wB97M-V def2-TZVPD RIJCOSX def2/J DEFGRID3
* xyz -2 1
Na 0.17 0.71 1.91
Cl 2.68 -1.59 8.16
C 2.39 -1.41 6.44
C 1.56 -0.38 6.01
C 1.30 -0.17 4.65
N 0.56 0.90 4.16
C -0.18 1.64 4.97
O -0.48 1.52 6.18
C -0.82 2.85 4.27
C -1.96 3.40 4.85
C -2.55 4.51 4.26
C -1.96 5.05 3.12
C -0.82 4.44 2.63
N -0.26 3.37 3.18
C 1.89 -1.07 3.71
C 2.73 -2.08 4.18
C 2.98 -2.26 5.53
Cl 4.03 -3.57 6.03
N 1.58 -1.02 2.35
C 2.57 -1.06 1.48
O 3.80 -1.03 1.67
C 2.11 -1.36 0.04
C 3.24 -1.47 -1.00
C 2.33 -3.24 -2.71
C 1.18 -2.75 -3.18
C 0.30 -1.90 -2.33
N 0.80 -0.79 -0.49
H 1.10 0.27 6.73
H -2.35 2.94 5.75
H -3.45 4.94 4.68
H -2.39 5.90 2.61
H -0.35 4.81 1.73
H 3.20 -2.73 3.46
H 4.19 -1.48 -0.47
H 2.94 -3.86 -3.36
H 0.87 -2.98 -4.19
H -0.71 -1.90 -2.72
O -3.19 2.48 0.67
S -2.21 1.42 0.68
O -2.23 0.57 1.86
O -0.86 1.85 0.33
C -2.74 0.31 -0.63
C -3.93 -0.36 -0.34
C -4.52 -1.19 -1.27
C -3.94 -1.36 -2.51
C -2.75 -0.71 -2.80
C -2.11 0.13 -1.86
P -0.49 0.94 -2.28
C -0.61 0.89 -4.12
C -1.41 1.88 -4.70
C -1.56 1.97 -6.08
C -0.88 1.09 -6.91
C -0.05 0.13 -6.35
C 0.08 0.03 -4.97
C 0.77 -0.43 -1.95
C 0.35 -2.18 -0.81
C 1.64 -2.79 -0.28
C 2.77 -2.94 -1.33
C 3.22 -0.45 -2.06
C 2.07 0.05 -2.50
H -4.37 -0.22 0.63
H -5.45 -1.70 -1.01
H -4.39 -1.99 -3.26
H -2.30 -0.87 -3.77
H -1.94 2.58 -4.07
H -2.20 2.73 -6.49
H -0.99 1.16 -7.99
H 0.50 -0.56 -6.99
H 0.74 -0.73 -4.58
H -0.58 -2.51 -0.35
H 1.55 -3.55 0.49
H 3.54 -3.65 -1.00
H 4.15 -0.05 -2.46
H 2.07 0.85 -3.24
*
```

Results
Energy: -103507.1142 eV
Relative energy (zero: lowest compared OMol25 entry of this formula, charge and spin): 68.3 kcal per mole
HOMO-LUMO gap: 5.39 eV